This record from the OMol25 dataset describes a molecular structure, C25H49BrCuP2Si4Te. The level of theory is the ωB97M-V functional and the def2-TZVPD basis.

```
83
Properties=species:S:1:pos:R:3:forces:R:3:lowdin_charge:R:1
Cu 2.2713 0.8084 1.7318 0.092 0.239 -0.087 -0.044
Br 4.7862 2.3505 2.5276 -0.021 -0.109 -0.041 0.755
C 3.6977 3.2249 3.8289 -0.014 -0.012 -0.017 -0.588
C 4.3809 4.0055 4.7151 -0.053 0.089 0.060 -0.170
C 3.6721 4.7509 5.6804 0.018 -0.041 -0.018 -0.107
C 2.3108 4.7042 5.6924 -0.030 -0.016 -0.037 -0.061
C 1.5938 3.9013 4.7674 0.021 0.003 0.007 -0.181
C 0.1787 3.9063 4.7835 0.043 0.007 0.021 -0.073
C -0.5114 3.1291 3.9028 0.015 -0.059 -0.084 -0.094
C 0.1806 2.2859 3.0027 -0.075 0.053 0.096 -0.154
C 1.5590 2.2155 2.9229 0.032 -0.117 -0.049 -0.185
C 2.2771 3.0857 3.8106 0.012 0.048 0.030 -0.227
H 5.4592 4.0650 4.6631 -0.005 -0.012 0.004 0.081
H 4.2160 5.3608 6.3916 -0.010 0.000 -0.017 0.093
H 1.7460 5.2866 6.4130 0.002 -0.008 -0.021 0.102
H -0.3328 4.5383 5.5018 0.008 0.000 -0.002 0.098
H -1.5973 3.1419 3.8986 0.041 -0.021 0.005 0.095
H -0.4144 1.6516 2.3534 -0.010 0.024 0.007 0.002
C 4.5633 2.5818 -2.0003 -0.009 -0.053 0.026 -0.313
P 3.2642 1.5537 -1.1880 -0.053 -0.061 0.039 0.852
C 1.9343 1.7259 -2.4408 0.044 0.001 0.000 -0.317
C 3.9353 -0.1224 -1.6486 -0.072 -0.025 0.044 -0.427
C 3.2816 -1.2957 -0.9038 -0.046 0.158 -0.040 -0.431
P 3.2267 -1.0377 0.9099 0.110 -0.002 0.184 0.718
C 2.6749 -2.6647 1.5243 0.004 0.034 -0.069 -0.273
C 5.0173 -1.0808 1.3129 -0.063 -0.052 0.068 -0.289
H 4.7592 2.2586 -3.0274 0.003 0.021 0.023 0.034
H 5.4880 2.5307 -1.4224 -0.008 0.006 -0.022 0.024
H 4.2344 3.6220 -2.0113 0.010 -0.007 -0.010 0.031
H 2.3147 1.5597 -3.4534 -0.029 0.002 0.010 0.038
H 1.5057 2.7281 -2.3730 0.011 -0.024 -0.007 0.037
H 1.1413 1.0128 -2.2104 -0.017 -0.015 0.010 -0.039
H 5.0086 -0.1020 -1.4374 0.005 0.028 0.008 0.063
H 3.8247 -0.2585 -2.7288 0.051 -0.022 -0.020 0.075
H 3.8181 -2.2303 -1.0940 0.021 -0.004 -0.066 0.079
H 2.2437 -1.4249 -1.2193 -0.013 0.001 -0.006 0.012
H 3.2214 -3.4769 1.0403 0.008 -0.020 0.010 0.041
H 1.6071 -2.7615 1.3241 0.006 0.006 -0.011 -0.006
H 2.8337 -2.7095 2.6023 -0.006 0.007 0.001 0.042
H 5.5032 -1.9781 0.9208 -0.009 0.013 -0.005 0.044
H 5.1243 -1.0490 2.3979 0.045 -0.016 -0.016 0.034
H 5.5096 -0.1940 0.9129 -0.007 -0.016 -0.013 0.009
C -0.6834 -4.1763 -1.6269 0.036 -0.077 0.129 -0.227
Si -1.6259 -2.8383 -2.5522 0.051 -0.033 0.015 0.304
C -3.0404 -3.6862 -3.4742 -0.126 0.029 0.012 -0.222
C -0.4580 -2.1353 -3.8506 0.073 0.113 -0.068 -0.225
Si -2.2677 -1.1654 -1.0570 -0.221 -0.092 -0.177 -0.105
Te -0.2808 -0.4284 0.1537 0.063 0.068 0.090 0.409
Si -3.2499 0.5970 -2.2294 -0.009 0.058 0.035 0.309
C -4.8322 0.0893 -3.1278 -0.062 -0.101 -0.026 -0.221
C -3.6810 1.9910 -1.0452 -0.023 0.038 0.139 -0.225
C -2.0846 1.3233 -3.5136 0.147 -0.009 -0.058 -0.215
Si -3.7871 -2.0127 0.5041 0.042 -0.006 0.017 0.301
C -5.3988 -2.6888 -0.2109 -0.040 -0.002 -0.150 -0.221
C -2.9628 -3.4134 1.4446 0.116 -0.097 0.038 -0.230
C -4.2286 -0.6615 1.7298 0.005 0.141 0.059 -0.226
H -0.2494 -4.9050 -2.3196 -0.012 0.023 0.019 0.024
H -1.3399 -4.7108 -0.9335 0.062 0.011 -0.054 0.009
H 0.1207 -3.7262 -1.0358 -0.052 -0.018 -0.049 0.006
H -2.6565 -4.4676 -4.1375 -0.012 0.014 0.007 0.022
H -3.6042 -2.9716 -4.0816 0.029 -0.045 0.023 0.011
H -3.7437 -4.1495 -2.7753 0.046 0.008 -0.051 0.010
H 0.0482 -2.9381 -4.3963 -0.014 0.022 0.012 0.024
H 0.3020 -1.5035 -3.3782 -0.053 -0.054 -0.022 0.013
H -0.9983 -1.5203 -4.5763 0.043 -0.042 0.022 0.010
H -5.5689 -0.3151 -2.4278 0.022 0.031 -0.042 0.007
H -4.6349 -0.6833 -3.8777 -0.011 0.050 0.034 0.012
H -5.2831 0.9476 -3.6360 0.011 -0.018 0.007 0.023
H -4.4995 1.7084 -0.3764 0.043 0.034 -0.047 0.009
H -3.9810 2.8917 -1.5908 0.007 -0.027 0.018 0.024
H -2.8140 2.2328 -0.4218 -0.054 -0.015 -0.054 0.023
H -1.7476 0.5746 -4.2351 -0.032 0.050 0.022 0.006
H -1.1961 1.7334 -3.0245 -0.043 -0.026 -0.020 0.015
H -2.5798 2.1304 -4.0633 0.019 -0.007 0.020 0.026
H -5.2088 -3.4971 -0.9240 -0.025 0.040 0.052 0.010
H -5.9571 -1.9099 -0.7382 0.008 -0.047 0.035 0.007
H -6.0375 -3.0820 0.5860 0.013 0.005 -0.011 0.023
H -2.7740 -4.2683 0.7879 -0.026 0.037 0.062 0.008
H -3.5836 -3.7542 2.2794 0.016 0.017 -0.020 0.024
H -1.9988 -3.0750 1.8372 -0.064 -0.028 -0.018 0.015
H -4.8502 0.1067 1.2599 0.027 -0.042 0.047 0.010
H -3.3160 -0.1775 2.0926 -0.068 -0.038 -0.018 0.018
H -4.7755 -1.0648 2.5881 0.015 0.007 -0.025 0.025
```
Positions in Å, forces in eV/Å.

Gap between HOMO and LUMO in eV: 6.3
Total charge: -1
2S+1: 1



This record from the OMol25 dataset describes 3 unconnected molecules or ions with the total composition C5H15N2 at a distorted geometry. The level of theory is the ωB97M-V functional and the def2-TZVPD basis.

```
22
Properties=species:S:1:pos:R:3:forces:R:3:lowdin_charge:R:1
C 4.0561 0.1016 0.1510 0.423 0.041 -0.797 -0.159
C 1.1110 1.1129 -1.0578 -1.510 -2.779 -0.868 0.002
C 0.3326 0.2514 -0.3571 0.300 5.367 1.221 0.131
C -2.6378 -0.6315 -0.9526 -0.281 0.287 1.634 -0.101
N -3.5728 -0.5421 0.2255 3.729 -0.091 1.115 -0.093
C -2.9463 -0.0693 1.5644 -1.419 -0.733 -2.130 -0.072
N 3.0362 -0.8244 0.5829 -2.238 2.365 0.390 0.028
H 4.1329 0.1233 -0.9531 0.142 0.095 0.184 0.085
H 5.0543 -0.2088 0.5129 -0.535 -0.065 -0.027 0.105
H 1.7482 0.6074 -1.7867 1.184 0.303 0.440 0.092
H 0.9038 2.1466 -1.3657 -0.647 -0.261 0.303 0.113
H -1.7392 0.0971 -0.8062 -1.710 -0.734 -0.559 0.027
H -0.3055 0.7997 0.5710 1.376 -2.674 -1.196 0.166
H -3.2546 -0.4302 -1.8329 0.488 0.149 -0.003 0.084
H -2.1805 -1.6520 -1.0880 -0.330 0.814 0.433 0.100
H -4.3614 -0.0011 0.0132 -1.236 0.775 -0.357 0.072
H -2.2564 -0.8393 1.9118 -0.163 0.080 0.116 0.077
H -2.3981 0.8787 1.4075 0.042 -0.049 -0.066 0.060
H -3.7746 0.1230 2.2736 0.630 -0.280 -0.329 0.090
H 2.0255 -0.4590 0.3263 1.681 -0.828 0.946 0.044
H 3.8780 1.1229 0.4871 -0.162 -0.173 0.206 0.083
H 3.1487 -1.7071 0.1729 0.235 -1.609 -0.654 0.067
```
Positions in Å, forces in eV/Å.

Gap between HOMO and LUMO in eV: 3.9
Total charge: +1
2S+1: 1



This record from the OMol25 dataset describes a molecular structure, C46H55BN11OPdS. The level of theory is the ωB97M-V functional and the def2-TZVPD basis.

```
116
Properties=species:S:1:pos:R:3:forces:R:3:lowdin_charge:R:1
Pd -0.8789 -0.9035 -0.0282 0.103 -0.136 -0.139 0.944
C 1.6264 -5.6798 -0.0108 0.043 -0.013 0.016 -0.007
C 1.4628 -4.3133 0.5597 -0.001 -0.132 -0.074 -0.260
C 2.2897 -3.6287 1.4234 -0.086 -0.068 0.029 0.045
C 1.6315 -2.4213 1.6857 -0.099 0.232 0.166 -0.234
N 0.5088 -2.3566 0.9727 0.020 -0.112 -0.385 0.022
N 0.3951 -3.5329 0.3001 -0.098 0.015 0.185 0.028
B -1.0277 -3.9731 -0.1370 0.024 0.009 -0.018 -0.479
N -2.0481 -3.4495 0.9240 0.036 0.098 -0.045 0.039
N -2.1751 -2.1278 1.2106 0.046 -0.027 -0.185 0.010
C -3.1618 -1.9826 2.0828 -0.055 0.257 0.040 -0.220
C -3.6995 -3.2437 2.3783 0.092 -0.019 -0.040 0.043
C -2.9690 -4.1404 1.6270 0.050 -0.118 -0.074 -0.253
C -3.0989 -5.6225 1.5399 -0.060 -0.015 0.057 -0.012
C -3.5688 -0.6589 2.5960 -0.003 -0.081 -0.007 -0.153
C -2.8283 0.4965 2.3489 0.269 -0.032 -0.096 -0.060
C -3.2389 1.7251 2.8403 -0.076 -0.028 0.010 -0.082
C -4.4020 1.8231 3.5919 0.039 -0.015 -0.020 -0.079
C -5.1416 0.6795 3.8524 0.025 -0.005 -0.019 -0.068
C -4.7270 -0.5484 3.3611 -0.052 0.019 -0.012 -0.023
N -1.4327 -3.3858 -1.5156 -0.198 0.007 0.138 0.032
N -2.0300 -2.1688 -1.5252 0.415 -0.069 0.047 0.031
C -2.6006 -2.0191 -2.7203 -0.085 0.222 0.035 -0.260
C -2.3365 -3.1410 -3.5114 -0.067 -0.070 0.092 0.046
C -1.6101 -3.9952 -2.7008 0.068 -0.102 -0.015 -0.256
C -1.0969 -5.3638 -2.9891 0.004 -0.003 -0.048 -0.005
C -3.4667 -0.8693 -3.0265 0.028 -0.040 -0.060 -0.186
C -3.4840 -0.3118 -4.2995 0.023 0.051 -0.003 -0.031
C -4.3341 0.7471 -4.5893 0.003 -0.006 0.017 -0.081
C -5.1787 1.2491 -3.6105 0.026 0.000 0.038 -0.093
C -5.1738 0.6872 -2.3382 0.025 -0.013 -0.064 -0.078
C -4.3253 -0.3681 -2.0506 -0.069 -0.055 0.029 -0.050
C 1.9633 -1.4352 2.7297 0.043 -0.019 -0.135 -0.197
C 3.2456 -1.4009 3.2742 0.056 0.087 -0.006 -0.048
C 3.5523 -0.5221 4.3031 -0.027 -0.032 -0.038 -0.066
C 2.5740 0.3195 4.8083 -0.052 0.055 -0.030 -0.087
C 1.2887 0.2866 4.2763 0.070 -0.004 0.027 -0.068
C 0.9850 -0.5859 3.2467 -0.105 -0.013 -0.031 -0.055
H 2.5892 -6.0861 0.2902 0.008 -0.011 -0.001 0.087
H 1.5899 -5.6620 -1.0995 0.000 0.001 -0.018 0.077
H 0.8449 -6.3544 0.3364 -0.025 -0.012 0.016 0.083
H 3.1984 -3.9939 1.8657 0.053 -0.016 0.013 0.116
H -1.0666 -5.1656 -0.1928 -0.015 0.035 0.008 0.112
H -4.4960 -3.4835 3.0573 -0.048 -0.017 0.051 0.111
H -3.8957 -5.9567 2.2005 -0.003 -0.003 0.005 0.086
H -2.1768 -6.1203 1.8358 0.035 -0.008 0.014 0.087
H -3.3388 -5.9410 0.5263 -0.010 -0.001 -0.033 0.086
H -1.8944 0.4449 1.7883 -0.181 0.025 0.137 0.050
H -2.6419 2.6059 2.6460 0.037 0.038 -0.003 0.100
H -4.7235 2.7800 3.9781 -0.010 0.033 0.014 0.105
H -6.0453 0.7417 4.4416 -0.039 0.001 0.025 0.108
H -5.3184 -1.4289 3.5703 -0.014 -0.021 -0.004 0.109
H -2.7086 -3.3475 -4.4992 0.010 0.008 -0.056 0.119
H -1.3259 -5.6311 -4.0180 0.000 -0.009 -0.007 0.086
H -1.5486 -6.1056 -2.3321 -0.025 -0.021 0.032 0.085
H -0.0166 -5.4171 -2.8554 0.006 0.003 -0.004 0.077
H -2.8271 -0.7049 -5.0654 0.022 -0.011 -0.014 0.116
H -4.3443 1.1716 -5.5839 0.000 0.018 -0.032 0.107
H -5.8512 2.0641 -3.8412 -0.029 0.026 -0.008 0.106
H -5.8483 1.0573 -1.5783 -0.032 0.024 0.036 0.107
H -4.3327 -0.8273 -1.0688 0.013 0.001 0.009 0.114
H 4.0173 -2.0497 2.8823 0.022 -0.016 -0.022 0.116
H 4.5547 -0.5004 4.7068 0.027 -0.001 0.013 0.112
H 2.8077 0.9948 5.6209 -0.003 0.012 0.015 0.107
H 0.5164 0.9283 4.6779 -0.025 0.030 0.020 0.108
H -0.0279 -0.6405 2.8632 0.066 0.002 0.018 0.082
C 4.1976 4.5939 3.7697 0.005 -0.026 0.042 -0.095
C 3.2098 3.7836 2.9436 -0.011 0.031 0.022 -0.233
C 3.6574 3.6892 1.4955 0.120 -0.032 -0.183 -0.167
N 2.6566 3.0309 0.6483 -0.255 0.014 0.132 0.033
C 2.3900 1.7239 0.6071 0.024 -0.165 -0.301 -0.772
S 0.8218 1.2099 0.2139 0.020 0.511 0.190 0.740
N 3.3993 0.8385 0.8073 -0.005 -0.291 0.331 0.136
C 4.7929 0.9625 0.5972 -0.096 -0.031 -0.059 -0.400
O 5.5428 0.3385 1.3016 0.087 -0.037 0.020 0.131
C 5.2404 1.7702 -0.5702 -0.005 -0.033 0.029 -0.166
C 4.4393 1.9407 -1.6951 0.066 0.023 -0.047 -0.028
C 4.9251 2.6495 -2.7823 0.009 -0.014 0.058 -0.064
C 6.2012 3.1949 -2.7394 0.013 0.007 -0.026 -0.064
C 7.0040 3.0166 -1.6203 -0.038 -0.017 0.017 -0.056
C 6.5284 2.2947 -0.5384 -0.010 0.028 -0.061 -0.013
H 3.8873 4.6468 4.8114 -0.017 -0.002 0.029 0.076
H 4.2825 5.6147 3.3974 0.002 0.045 -0.026 0.077
H 5.1911 4.1451 3.7440 0.033 -0.018 -0.006 0.079
H 2.2135 4.2321 2.9871 0.002 0.036 -0.004 0.117
H 3.1159 2.7743 3.3448 -0.028 -0.105 0.048 0.094
H 4.6079 3.1630 1.4193 -0.063 0.099 0.057 0.106
H 3.8224 4.6809 1.0707 0.005 -0.009 -0.002 0.136
H 1.8374 3.5863 0.4397 0.057 0.005 -0.006 0.123
H 3.1257 -0.0360 1.2539 0.047 0.153 -0.092 0.114
H 3.4511 1.5004 -1.7354 -0.030 -0.014 0.024 0.095
H 4.3128 2.7723 -3.6651 -0.009 0.007 -0.029 0.103
H 6.5763 3.7519 -3.5877 0.005 0.005 -0.003 0.110
H 8.0013 3.4322 -1.5960 0.028 0.014 -0.002 0.111
H 7.1435 2.1251 0.3348 0.016 -0.005 0.024 0.125
C -2.2393 3.5696 -3.2079 0.003 0.055 -0.026 -0.044
N -1.8059 2.9848 -1.9447 -0.036 -0.085 -0.008 -0.148
C -2.5461 3.4477 -0.7878 -0.048 0.003 0.029 -0.053
C -1.2991 1.7070 -1.9409 0.032 -0.073 0.157 -0.510
N -1.7272 0.7872 -1.1218 -0.220 0.118 0.552 0.011
N -0.2993 1.4683 -2.8171 -0.026 -0.070 -0.190 -0.155
C 0.1672 0.1247 -3.0947 -0.069 -0.060 -0.033 -0.059
C 0.5649 2.5302 -3.2978 0.065 0.009 0.011 -0.047
H -3.3317 3.5878 -3.2506 -0.004 0.011 0.001 0.085
H -1.8881 2.9697 -4.0422 -0.003 0.003 0.001 0.083
H -1.8641 4.5885 -3.3167 0.001 0.016 0.005 0.095
H -2.4708 4.5339 -0.7332 -0.013 0.009 -0.031 0.097
H -2.1149 3.0309 0.1218 0.007 0.028 -0.024 0.072
H -3.6097 3.1854 -0.8445 -0.003 -0.036 0.039 0.093
H -2.5634 1.0932 -0.6343 0.024 -0.098 -0.222 0.048
H 1.0990 -0.0768 -2.5563 -0.008 -0.044 -0.006 0.071
H 0.3459 0.0188 -4.1664 0.042 0.015 0.001 0.101
H -0.5824 -0.6080 -2.8054 0.058 0.089 -0.021 0.050
H 0.4497 3.4201 -2.6828 -0.008 -0.027 -0.031 0.094
H 0.3616 2.7858 -4.3406 0.024 -0.004 -0.006 0.093
H 1.6001 2.1891 -3.2271 0.000 0.026 0.017 0.074
```
Positions in Å, forces in eV/Å.

Gap between HOMO and LUMO (alpha / beta) in eV: 8.4 / 6.9
Total charge: +1
2S+1: 3